DFT (wB97M-V/def2-TZVPD) results for an isolated molecule of C17H24N4O4.

CARTESIAN COORDINATES (ANGSTROEM)
C -8.5609 -0.8789 -1.5095
H -7.9655 -1.6849 -1.9323
H -8.3489 0.0308 -2.0668
H -9.6136 -1.1234 -1.6304
C -8.2219 -0.6876 -0.0295
C -6.7683 -0.3505 0.1356
C -6.3374 0.9705 0.0922
C -4.9971 1.2828 0.1980
C -4.0533 0.2698 0.3486
C -4.4716 -1.0561 0.3931
C -5.8171 -1.3519 0.2855
H -6.1339 -2.3841 0.3216
H -3.7435 -1.8412 0.5118
N -2.7087 0.6329 0.4478
C -1.6141 -0.1279 0.6022
O -1.5363 -1.3408 0.7021
C -0.3607 0.7541 0.6370
O -0.4335 1.9730 0.5886
N 0.7448 0.0011 0.7453
N 2.0396 0.3963 0.9547
C 2.5762 1.3217 0.2609
C 3.9846 1.6736 0.6253
H 4.1803 1.4288 1.6689
H 4.1735 2.7307 0.4449
C 4.9265 0.8553 -0.2682
O 5.6139 1.3502 -1.1330
N 4.8912 -0.4594 0.0163
H 4.2532 -0.7735 0.7325
C 5.6539 -1.4586 -0.6961
H 4.9719 -2.2352 -1.0528
H 6.1156 -0.9679 -1.5560
C 6.7566 -2.1054 0.1698
O 8.0350 -1.5607 -0.0116
C 8.1826 -0.2291 0.4290
H 9.2440 -0.0028 0.3517
H 7.6211 0.4737 -0.1928
H 7.8633 -0.1234 1.4734
H 6.8658 -3.1566 -0.1062
H 6.4606 -2.0466 1.2303
C 1.9920 2.0118 -0.9226
H 1.3194 2.8067 -0.5964
H 1.3966 1.3124 -1.5107
H 2.7794 2.4345 -1.5407
H 0.5699 -0.9820 0.9471
H -2.4996 1.6296 0.4064
H -4.6736 2.3136 0.1654
H -7.0612 1.7643 -0.0233
H -8.4532 -1.6058 0.5137
H -8.8376 0.1161 0.3792

Values from the calculation:
2S+1 ... 1
Calculated total energy ... -32169.2178 eV
Energy above the lowest of the compared OMol25 structures with the same formula, charge and spin ... 1.052 eV
Orbital gap ... 8.898 eV

---

DFT (wB97M-V/def2-TZVPD) results for an isolated molecule of C17H24N4OS at a distorted geometry.

CARTESIAN COORDINATES (ANGSTROEM)
C -1.0446 2.6938 -6.3248
H -1.2334 1.6518 -6.6035
O 0.3167 2.9186 -6.0557
C 0.9048 2.2205 -5.0426
C 0.2610 1.2993 -4.2260
C 0.9693 0.6476 -3.2294
C 2.3174 0.8912 -3.0249
C 2.9529 1.8187 -3.8452
C 2.2624 2.4739 -4.8403
H 2.7510 3.1901 -5.4820
H 4.0047 2.0235 -3.7040
C 3.0695 0.2176 -1.9133
H 4.0789 -0.0389 -2.2443
C 3.2055 1.1336 -0.7019
H 3.6620 2.0864 -0.9711
H 3.7733 0.6502 0.0918
S 1.5979 1.5837 0.0170
C 1.2030 0.0708 0.7745
N 1.8365 -1.0640 0.6951
N 1.1782 -1.9453 1.4721
C 0.1558 -1.3561 2.0177
N 0.1162 -0.0471 1.6019
N -0.8050 0.9363 1.9487
H -1.2807 1.2711 1.1111
H -0.3156 1.7300 2.3617
C -0.8039 -1.9805 2.9608
C -0.7360 -1.2962 4.3312
C -1.6912 -1.9762 5.3061
C -3.1185 -1.9360 4.7693
C -3.1909 -2.6036 3.3995
C -2.2373 -1.9234 2.4226
H -2.5292 -0.8793 2.2955
H -2.2832 -2.4165 1.4492
H -4.2111 -2.5526 3.0136
H -2.9212 -3.6578 3.4950
H -3.4428 -0.8965 4.6825
H -3.7920 -2.4406 5.4651
H -1.6432 -1.4772 6.2762
H -1.3854 -3.0151 5.4483
H -1.0148 -0.2466 4.2190
H 0.2863 -1.3431 4.7126
H -0.4969 -3.0259 3.0641
H 2.5678 -0.6989 -1.5990
H 0.4571 -0.0702 -2.6041
H -0.7870 1.0777 -4.3542
H -1.6743 2.9610 -5.4696
H -1.2895 3.3403 -7.1663

Values from the calculation:
2S+1 ... 1
Calculated total energy ... -36860.9683 eV
Energy above the lowest of the compared OMol25 structures with the same formula, charge and spin ... 1.699 eV
Orbital gap ... 8.670 eV

---

DFT (wB97M-V/def2-TZVPD) results for a structure of composition C17H25BCl28NbO5S at a distorted geometry.

CARTESIAN COORDINATES (ANGSTROEM)
C 0.3711 2.6786 -4.5127
C 0.3369 3.1990 -3.0574
C 1.1614 2.2753 -2.1326
C 2.2723 3.1658 -1.5013
Nb -0.0075 1.3533 -0.3997
C -1.0517 3.3326 0.1695
C -1.1948 3.4450 1.6712
O -0.5533 2.8646 2.4641
C 1.0841 -0.6036 -0.8161
C 2.1397 -0.9671 0.2641
C 3.5477 -1.0674 -0.2580
S 3.8198 -2.4074 -1.4222
O 2.6392 -3.1070 -1.7526
O 4.8272 -3.2855 -0.9620
O 4.4407 -1.6949 -2.7356
B -1.8398 0.7026 -1.7046
C -2.9747 -0.2071 -1.0122
O -2.1069 1.0331 -3.0580
H -0.5617 2.2046 -4.8026
H 1.1682 1.9609 -4.6737
H 0.5384 3.4874 -5.2226
H -0.6936 3.2881 -2.7241
H 0.7516 4.2062 -3.0926
H 1.6981 1.4855 -2.6530
H 2.9171 3.5975 -2.2784
H 2.9160 2.6173 -0.8196
H 1.8476 3.9946 -0.9417
H 1.3710 1.8332 0.7433
H -0.7825 0.5163 1.0376
H -0.5336 4.2017 -0.2318
H -2.0766 3.3322 -0.2182
H -2.0030 4.1063 2.0602
H 0.3566 -1.4163 -0.8272
H 1.4948 -0.5977 -1.8244
H 1.8357 -1.8637 0.7894
H 2.1328 -0.1688 1.0100
H 4.2192 -1.2769 0.5651
H 3.9108 -0.1462 -0.7043
H 3.9686 -0.8617 -2.9063
H -3.3240 -0.8995 -1.7828
H -2.5756 -0.7341 -0.1571
H -3.8175 0.4162 -0.7083
H -2.7214 1.7825 -3.0618
C 4.7422 -3.8588 -6.1247
Cl 5.8392 -2.4983 -6.4064
Cl 3.1082 -3.3918 -6.6137
Cl 5.2764 -5.2428 -7.0921
Cl 4.7685 -4.2763 -4.4109
C 1.5940 -7.3931 -6.2466
Cl -0.0606 -6.7706 -6.2539
Cl 1.5793 -9.0947 -5.7562
Cl 2.2734 -7.2613 -7.8744
Cl 2.5686 -6.4584 -5.1129
C 2.9557 -1.3644 4.1856
Cl 4.2984 -0.5744 5.0319
Cl 1.9329 -0.1377 3.4310
Cl 3.6089 -2.4684 2.9711
Cl 1.9991 -2.3009 5.3446
C -1.9252 -1.6183 4.6911
Cl -1.0024 -0.2969 5.4037
Cl -3.6520 -1.3192 4.9213
Cl -1.5708 -1.7166 2.9671
Cl -1.4797 -3.1418 5.4832
C -3.8248 6.9429 3.1576
Cl -2.4912 8.0793 2.9262
Cl -3.8354 5.7729 1.8383
Cl -3.6156 6.0948 4.6925
Cl -5.3571 7.8307 3.1781
C -6.7313 -0.5065 2.1292
Cl -6.9702 0.3527 3.6599
Cl -5.0458 -0.9809 1.9808
Cl -7.7614 -1.9461 2.1007
Cl -7.1731 0.5568 0.7865
C -2.5991 -1.3572 9.0373
Cl -1.0088 -0.6793 8.6815
Cl -2.9364 -1.1971 10.7698
Cl -3.8283 -0.4885 8.1146
Cl -2.6241 -3.0652 8.5895

Values from the calculation:
Net charge ... -1
2S+1 ... 1
Calculated total energy ... -391953.2786 eV
Orbital gap ... 5.895 eV

---

DFT (wB97M-V/def2-TZVPD) results for a structure of composition C17H25Br2N4O2SW at a distorted geometry.

CARTESIAN COORDINATES (ANGSTROEM)
W -1.0283 -1.4520 1.6067
C -3.0766 -1.2227 5.3020
C -2.7316 -0.7009 3.9412
O -1.9638 -1.4324 3.1607
C -3.1574 0.5393 3.4694
C -2.8807 1.0297 2.1980
C -3.3178 2.3905 1.7724
N -2.1583 0.2951 1.3058
N -2.0447 0.8641 0.0852
C -1.2568 0.1764 -0.7003
O -0.6422 -0.8670 -0.1537
C -1.1449 0.4753 -2.1105
C -1.4186 1.7551 -2.5970
C -1.3847 1.9877 -3.9572
C -1.0744 0.9576 -4.8354
C -0.8015 -0.3140 -4.3530
C -0.8487 -0.5631 -2.9962
H -2.5639 -2.1688 5.4718
H -4.1525 -1.3673 5.3947
H -2.7771 -0.5092 6.0679
H -3.7308 1.1668 4.1306
H -3.8093 2.9008 2.5922
H -3.9907 2.3387 0.9183
H -2.4366 2.9456 1.4493
H -1.6536 2.5323 -1.8883
H -1.5958 2.9734 -4.3442
H -1.0712 1.1352 -5.8989
H -0.5652 -1.1194 -5.0296
H -0.7178 -1.5613 -2.5977
Br 0.7557 -3.1663 0.9488
C 0.6100 -0.8752 3.0417
Br 0.7624 0.9662 2.3056
H 1.6298 -1.2748 2.9877
H 0.3780 -0.7250 4.1070
N 4.6063 -0.6717 -1.7307
C 3.3761 -0.8310 -2.5513
C 2.2010 -1.0478 -1.5842
N 2.0444 0.0199 -0.6294
C 3.2618 0.3072 0.0813
C 4.4750 0.5158 -0.8425
H 5.4399 -0.5931 -2.3247
H 4.6927 -1.5078 -1.1345
H 3.4814 -1.6892 -3.2138
H 3.2467 0.0720 -3.1510
H 2.3523 -1.9849 -1.0363
H 1.2816 -1.1409 -2.1598
H 1.6328 0.8491 -1.0405
H 3.4628 -0.5412 0.7428
H 3.1153 1.1953 0.6969
H 5.3796 0.6358 -0.2467
H 4.3458 1.3958 -1.4757
S -2.5361 -3.0938 0.8050

Values from the calculation:
Net charge ... +1
2S+1 ... 1
Calculated total energy ... -180830.2155 eV
Energy above the lowest of the compared OMol25 structures with the same formula, charge and spin ... 0.208 eV
Orbital gap (spin up / spin down) ... 5.993 / 6.451 eV

---

2S+1 of number 2 (C17H24N4OS)? 1

---

Which of these has the lowest calculated total energy? C17H25BCl28NbO5S

---

Which formula does entry 1 have? C17H24N4O4

---

Number 4 is which compound? C17H25Br2N4O2SW